[1]
80
Properties=species:S:1:pos:R:3:forces:R:3 method="wB97M-V/def2-TZVPD" de_lowest_kj_mol=112.8 s_squared=2.0402 homo_energy_ev="-10.00 / -10.00" spin_multiplicity=3 gap_ev="6.166 / 6.815" charge=+1 lumo_energy_ev="-3.8310 / -3.1835"
I -0.614748 1.488689 0.292445 0.0548 0.0998 -0.0500
Te 2.074217 3.932286 0.410828 0.1352 0.0027 0.0556
Ge 0.530650 -3.643751 0.806815 -0.0563 -0.7299 0.2647
V 0.302550 -1.194199 0.452793 -0.2535 0.8815 0.0588
Cl 0.782081 -5.205670 -0.683580 0.0002 -0.0168 -0.0639
Cl -1.411991 -4.244717 1.717387 0.0041 -0.0876 -0.1236
Cl 1.989543 -4.375161 2.310408 -0.0207 0.0290 0.0525
S 0.444281 -0.603984 2.749577 -0.0324 -0.0090 0.2003
P 2.503495 -1.068457 -0.595265 0.3894 -0.0996 -0.1848
Si 1.243833 5.069467 -2.695198 0.0340 0.0565 0.0647
Si 0.844144 5.150884 3.268170 -0.0151 -0.0165 0.0200
N 1.601025 -2.012142 4.732513 -0.0622 0.0043 -0.0332
N -0.403920 -2.711983 4.247167 0.0985 0.0945 -0.0547
C 0.680344 5.220667 1.390802 -0.0523 -0.0849 -0.0357
C 0.554995 -1.864396 3.935873 0.0236 0.1385 -0.0987
C -2.378552 0.350213 0.471829 -0.0369 -0.0694 -0.0631
C 1.807198 6.215748 -4.059804 -0.0187 -0.0085 0.0357
C -0.454038 5.554805 -2.080873 0.0235 -0.0073 -0.0068
C 2.521274 5.797718 3.773151 -0.0233 -0.0060 -0.0350
C -2.417067 -0.904754 -0.193624 0.0325 0.0497 -0.0852
C -0.513792 6.204186 4.001761 0.0340 0.0000 0.0036
C -3.686802 -1.522773 -0.316727 -0.0631 -0.0023 0.0022
C 0.633679 3.366054 3.814704 0.0246 0.0125 -0.0171
C -4.698761 0.204053 1.041539 -0.0077 0.0373 0.0268
C 1.199204 3.309403 -3.330031 0.0610 0.0180 -0.0149
C 2.479482 5.196750 -1.271162 -0.1369 -0.0388 -0.0907
C 2.826551 -2.327816 -1.861880 0.0218 0.0040 -0.0470
C -3.467810 0.895227 1.082501 -0.0174 -0.0170 -0.0166
C -4.810423 -0.956838 0.335460 0.0409 -0.0034 -0.0114
C 1.454453 -3.173285 5.611757 0.0301 -0.0438 0.0687
C -1.446597 -2.627720 -1.571420 0.0651 -0.0608 -0.0333
C 3.751022 -1.349778 0.696170 0.0367 -0.0203 -0.0389
C 3.032031 0.466997 -1.397507 0.0839 0.0253 0.0722
C -1.255917 -1.532546 -0.756034 -0.1954 -0.1059 0.0755
C -2.724170 -3.170828 -1.805081 -0.0493 0.0121 0.0206
C 0.034648 -3.675927 5.257940 -0.0030 -0.0671 0.0333
C -3.807279 -2.665305 -1.142756 0.0393 -0.0062 -0.0093
H 3.948887 0.281794 -1.959977 0.0030 0.0285 0.0165
H -5.767904 -1.453731 0.249961 -0.0175 -0.0250 -0.0103
H 3.323680 5.118801 3.482773 0.0118 -0.0147 -0.0173
H 3.901728 -2.378537 -2.045467 -0.0252 0.0123 -0.0258
H -2.833699 -4.029317 -2.453655 0.0117 -0.0076 -0.0087
H 2.180941 2.995238 -3.690673 0.0320 -0.0266 0.0007
H 1.541205 -2.876679 6.655615 -0.0146 -0.0087 -0.0148
H 0.046157 -4.678191 4.831277 0.0101 0.0129 0.0102
H -0.481753 6.175107 5.092170 -0.0007 -0.0002 0.0339
H 1.162066 2.664814 3.163001 0.0361 0.0007 -0.0041
H 0.873925 2.619415 -2.551390 -0.0338 -0.0484 0.0668
H 2.567644 5.932961 4.854919 0.0030 -0.0109 0.0353
H 2.263008 0.832919 -2.072078 -0.0626 0.0158 -0.0763
H -0.470193 6.587580 -1.728906 -0.0030 0.0259 0.0210
H -0.779348 4.913976 -1.259567 -0.0094 -0.0409 0.0263
H 1.172335 6.116810 -4.941565 -0.0254 -0.0035 -0.0254
H 3.616559 -2.335749 1.143600 -0.0121 0.0253 -0.0120
H 2.324493 -2.040671 -2.787216 -0.0169 -0.0117 0.0251
H 3.642755 -0.591967 1.473106 0.0081 -0.0101 -0.0234
H 2.466413 -3.311178 -1.564046 0.0231 0.0191 0.0285
H 3.222379 1.228090 -0.641112 -0.0333 0.0221 -0.0009
H 4.748110 -1.281683 0.256533 -0.0060 -0.0097 0.0309
H -1.501498 5.861872 3.689532 -0.0246 -0.0208 -0.0172
H 1.769659 7.258517 -3.741951 0.0069 0.0351 0.0157
H -0.636832 -3.653134 6.114562 0.0221 -0.0243 -0.0181
H 0.499948 3.221633 -4.162661 -0.0282 0.0118 -0.0336
H -5.560659 0.630710 1.536047 -0.0019 0.0057 0.0006
H -1.180975 -2.875134 3.620787 0.0221 -0.0265 0.0468
H 2.722082 6.766514 3.312167 0.0040 0.0294 -0.0044
H 2.218876 -3.914221 5.382663 -0.0165 -0.0004 0.0130
H -4.782141 -3.121913 -1.256201 -0.0241 -0.0098 0.0006
H 3.492615 4.950304 -1.592289 0.0165 -0.0384 -0.0127
H 2.443232 -1.477110 4.613969 0.0034 -0.0262 -0.0015
H -3.408777 1.860036 1.567155 0.0056 0.0209 0.0088
H -0.323025 4.943388 1.066453 -0.0365 0.0219 0.0024
H -0.418591 3.076201 3.823223 -0.0359 -0.0191 -0.0244
H 0.882993 6.225362 1.016652 0.0370 0.0242 0.0209
H -0.593285 -3.133840 -2.011632 -0.0336 0.0270 0.0120
H 2.522429 6.204234 -0.855859 0.0179 0.0500 -0.0175
H -0.410813 7.246840 3.697200 0.0040 0.0296 -0.0056
H 1.024619 3.224106 4.823778 -0.0150 0.0094 0.0445
H 2.832476 5.997701 -4.362945 0.0228 -0.0146 -0.0132
H -1.192255 5.466014 -2.879498 -0.0132 0.0059 -0.0345



[2]
82
Properties=species:S:1:pos:R:3:forces:R:3 method="wB97M-V/def2-TZVPD" de_lowest_kj_mol=47.7 homo_energy_ev=-9.25 gap_ev=6.360 charge=+1 lumo_energy_ev=-2.8866
Tl 0.099751 -0.612091 -0.490548 0.4394 0.1104 0.0738
Te 1.897448 -2.417486 -1.094372 0.1895 -0.1895 -0.0450
Sb 0.610852 1.976064 -2.340149 -0.3397 -0.0630 0.1957
S -0.828757 -1.070159 3.223099 0.3093 0.3252 -0.1294
O -1.702107 1.661152 0.144685 -0.0554 0.0351 -0.0412
O -1.234966 3.199144 1.573606 -0.0122 0.0688 -0.0394
O -0.760663 -1.376034 1.741888 -0.3267 0.0614 -0.0684
N -3.519759 -4.511845 2.581875 -0.1128 0.1272 -0.0143
N -0.951776 2.173811 0.966840 -0.0832 -0.3975 -0.0958
N -2.007874 -0.957198 -1.458494 -0.2140 0.1830 -0.0509
N -3.959385 -3.223656 0.625632 0.0236 -0.1600 0.1796
N 0.905811 2.911934 2.925269 -0.0197 -0.0112 0.0141
N 2.467165 0.171985 1.276238 0.0078 0.0344 0.0621
N 0.204819 1.481397 1.134473 0.0139 0.3297 0.3263
N 2.217283 1.204603 2.168320 -0.0384 -0.0334 -0.0878
C -3.107514 -1.547141 -3.475845 0.0520 -0.0101 0.0671
C -4.375259 -1.179544 -1.469484 -0.1735 -0.0109 -0.0790
C 1.986785 4.772399 -1.890551 0.0295 -0.0343 0.0129
C -2.562142 -0.731238 3.582400 -0.0740 -0.0580 -0.0531
C -5.076897 -2.744361 1.181842 -0.0789 0.1065 -0.2016
C -2.288272 1.587643 4.618684 0.0344 -0.0140 0.0708
C -1.958339 -1.309786 -2.748351 -0.0972 0.0133 -0.0435
C -5.646765 -1.170424 -0.718623 0.0159 0.1370 -0.2218
C -3.249088 -4.080768 1.351576 0.0825 0.1169 -0.0704
C -3.178928 -0.886739 -0.838810 0.1656 -0.1305 0.1167
C -4.332127 -1.466063 -2.827057 -0.0150 -0.0654 -0.0138
C 1.794283 2.187194 -4.096897 0.0947 -0.0782 -0.0990
C 1.070766 1.902228 2.075148 0.1441 -0.0731 -0.0474
C -5.469313 -3.149315 2.452067 -0.0215 -0.0335 0.0870
C 0.528513 -4.279597 2.581713 -0.0233 -0.0468 -0.0289
C -0.698567 -2.629911 4.079808 -0.1503 -0.1764 0.0337
C -5.925417 -1.802237 0.418391 0.0132 -0.1198 0.2247
C 1.415972 3.568745 -1.142809 0.1016 0.0547 0.0804
C 0.620527 -3.344797 3.782583 -0.0059 0.0154 -0.0028
C -4.646450 -4.041153 3.116915 0.0309 -0.0130 -0.0151
C -1.216376 2.816103 -3.089106 -0.0815 -0.0055 -0.0597
C 1.380137 1.188310 -5.175881 0.0027 0.0053 -0.0134
C -1.192887 4.273537 -3.539917 0.0244 -0.0007 0.0172
C -2.914492 0.747986 3.512914 -0.0448 0.0180 -0.0459
H -3.079914 -1.309930 2.815960 -0.1321 -0.0806 -0.0127
H -2.613425 2.626224 4.554294 -0.0031 -0.0264 -0.0427
H -5.250102 -1.669528 -3.365284 0.0138 0.0069 -0.0015
H 2.837159 2.050053 -3.807485 -0.0009 -0.0163 -0.0316
H 0.213370 -3.748242 1.683577 0.0196 0.0160 0.0280
H -1.196939 1.576841 4.565949 -0.0132 -0.0259 -0.0101
H 3.316959 0.315762 0.746846 -0.0151 -0.0148 -0.0090
H -6.443429 -0.578320 -1.159408 0.0199 -0.0094 -0.0019
H -1.062577 4.948978 -2.694039 0.0156 -0.0046 0.0192
H 2.437480 5.482460 -1.194002 -0.0229 -0.0074 0.0082
H 1.493337 -4.737344 2.365868 0.0094 0.0096 0.0325
H 0.631930 3.867378 -0.441239 0.0052 0.0605 -0.0571
H 0.899562 -3.904896 4.676093 0.0192 -0.0388 -0.0158
H 0.337364 1.324602 -5.471736 0.0075 0.0145 0.0138
H 1.224296 5.305989 -2.453594 -0.0423 -0.0018 -0.0141
H -4.897873 -4.391568 4.111840 0.0183 -0.0111 0.0061
H 1.497667 0.157595 -4.835834 0.0169 0.0143 0.0228
H -6.912577 -1.641935 0.838373 0.0226 -0.0366 0.0256
H -1.564000 -3.238456 3.796465 0.0750 -0.0318 0.0256
H -1.484658 2.155761 -3.918618 -0.0261 0.0253 -0.0159
H 2.460198 -0.741773 1.714031 0.0208 0.0119 -0.0131
H -2.573812 1.215029 5.604904 -0.0028 -0.0091 -0.0175
H -3.162839 -0.632373 0.211585 0.0651 0.1074 0.0240
H -2.799085 -1.160399 4.557804 0.0391 0.0523 0.0443
H -2.642521 1.141828 2.532629 -0.0066 0.0017 -0.0535
H -4.002503 0.825869 3.563441 -0.0152 0.0033 0.0132
H -0.392519 4.476787 -4.253558 0.0033 -0.0330 -0.0026
H -6.383993 -2.786951 2.901758 0.0109 -0.0040 -0.0044
H 2.199268 3.091163 -0.546963 -0.0094 0.0250 0.0200
H -1.968997 2.654861 -2.315120 0.0280 0.0128 0.0008
H 1.636813 3.164808 3.566900 0.0080 -0.0058 0.0033
H 1.680747 3.217939 -4.434815 0.0121 -0.0044 -0.0395
H -0.799984 -2.348118 5.131755 0.0640 -0.0519 0.0181
H 1.417277 -2.607835 3.633503 -0.0125 0.0220 -0.0054
H 1.986468 1.307446 -6.074912 0.0029 0.0132 0.0147
H 0.065844 3.465764 2.848560 0.0352 0.0161 -0.0019
H -3.040291 -1.813463 -4.520934 -0.0093 0.0134 0.0028
H -2.132226 4.544722 -4.025841 -0.0022 -0.0239 0.0138
H 2.765892 4.476440 -2.593871 -0.0013 -0.0233 0.0116
H -2.341167 -4.458946 0.894307 0.0002 -0.0059 -0.0044
H -0.969954 -1.406808 -3.186709 -0.0092 0.0195 0.0015
H 2.876901 1.441464 2.894733 0.0019 -0.0212 0.0169
H -0.185357 -5.081572 2.782430 -0.0176 0.0248 -0.0066



[3]
78
Properties=species:S:1:pos:R:3:forces:R:3 method="wB97M-V/def2-TZVPD" s_squared=2.0055 homo_energy_ev="-7.60 / -10.11" spin_multiplicity=3 gap_ev="5.835 / 8.320" charge=+1 lumo_energy_ev="-1.7704 / -1.7950"
Ti -1.453947 -0.575996 -0.474045 -2.4926 -1.3286 1.4980
S 2.961313 -1.256464 0.196455 0.3594 -0.0151 0.2877
O 0.121827 0.192475 -1.082598 2.1844 1.9954 -0.9216
N -2.486363 0.750931 -4.301640 0.3099 -0.1496 0.0798
N 4.072901 0.798544 1.558742 -0.2472 0.0701 0.0073
N -2.510980 0.030419 -2.207860 -0.2539 0.6322 -1.4033
N 4.097089 0.899127 -0.755159 -0.0399 -0.6190 0.2272
N -3.628976 -1.531466 0.269187 0.4756 -0.9270 1.0529
N -1.877761 1.279185 0.799736 0.0492 1.1193 0.1432
N -1.275571 -2.726860 -1.171038 0.2119 -0.7663 -1.2480
N -0.137693 -1.125139 1.313045 0.5465 0.2408 0.5840
C 0.224512 1.333759 -1.754233 -0.3105 -0.3866 -0.2378
C 3.870939 1.028335 4.055807 0.4153 0.2657 -0.1972
C -1.813853 0.767924 -3.110807 -1.0888 -0.4478 0.3767
C -0.227858 -2.532870 1.852923 0.2982 1.2886 0.4341
C 1.151949 2.321937 -1.387760 0.9126 0.9414 -0.1054
C -0.619224 1.600700 -2.865173 -0.1344 0.3209 -0.0675
C -3.622889 -0.036658 -4.152902 0.0559 0.7544 -0.7718
C -0.062667 -3.659983 0.828921 0.0486 -0.8401 -0.1111
C 3.747593 0.228041 0.376959 0.4859 0.4259 -0.4837
C -0.839412 1.288153 1.915451 -0.5483 0.4661 -0.5897
C -3.339958 1.460289 1.134680 0.3447 -0.7639 0.1652
C -3.847186 0.360784 2.080897 0.0277 -0.0461 1.1239
C 0.001029 -3.373167 -0.671933 -0.5616 0.4505 0.3659
C -3.684741 -0.426246 -2.873431 1.6747 0.2508 0.8544
C -3.341081 -3.036604 0.198821 -0.8125 0.6087 0.1471
C 3.926541 0.110867 2.835312 -0.0578 -0.8676 0.3854
C 1.470404 3.444958 -2.198474 -1.4676 -1.6551 0.2510
C 4.802786 2.161037 -0.859300 0.4046 0.3106 -0.4153
C -2.573947 -3.508182 -1.036150 0.7409 0.5994 -0.1325
C -0.481793 -0.113196 2.388602 1.0704 -0.6115 0.1901
C -0.363146 2.741011 -3.655925 0.6944 -0.6495 1.3236
C 0.697722 3.605845 -3.352958 -0.3350 0.0513 -0.6450
C -4.187043 -1.087735 1.619030 0.2837 -0.1844 -0.2194
C 6.336501 2.089493 -0.782094 -0.2027 -0.2593 0.3516
H -4.405230 -1.391600 -0.360253 0.0850 0.2310 -0.3532
H -1.191435 -2.625029 2.393593 0.4573 0.1233 -0.3198
H 6.754393 3.101131 -0.724543 -0.0713 -0.2039 -0.0512
H 4.882002 1.384905 4.302128 -0.3375 0.1454 -0.0694
H 0.878290 4.416959 -4.051165 0.0538 0.0595 0.2296
H 0.895778 -0.955708 1.047094 -1.8132 -0.2502 0.2123
H 2.245762 4.152523 -1.926483 -0.1271 -0.1020 0.0261
H 3.533470 0.458131 4.920222 -0.0145 -0.0636 -0.0391
H 0.826956 -2.665273 -0.890097 -0.5331 -0.3067 -0.0041
H 0.581480 -2.653718 2.599518 -0.4626 -0.0040 -0.0734
H -3.164036 0.235778 2.956441 -0.2795 0.4876 -0.7734
H -3.896507 1.419084 0.185341 0.3232 -0.0662 0.1296
H -3.841968 -1.737788 2.444328 0.1077 -0.0513 -0.7270
H 3.017713 -0.505634 2.784926 0.2315 0.2698 -0.1149
H -4.308627 -0.260287 -4.944725 -0.0204 0.2153 -0.2922
H -4.771401 0.720057 2.555719 0.1894 0.1079 -0.2139
H 1.659936 2.182310 -0.434022 0.1034 -0.1341 -0.2690
H 6.754620 1.583086 -1.656146 -0.0654 0.0448 0.1367
H -5.283243 -1.181966 1.658427 0.2707 -0.1550 -0.4464
H 0.060949 1.830383 1.544983 -0.6295 -0.5492 -0.0624
H 0.866975 -4.179508 1.086737 -0.1156 -0.0158 -0.1979
H -2.367734 -4.590710 -0.935998 -0.1369 0.3959 0.0021
H 3.193944 1.889153 3.941880 0.2143 -0.2875 -0.1166
H 4.563536 1.685265 1.560395 -0.0457 -0.3049 -0.0533
H 6.637661 1.535594 0.116081 0.0898 0.1196 -0.1892
H 4.547110 2.593805 -1.832147 -0.1931 -0.0533 0.1889
H -2.139351 1.260717 -5.115034 -0.5252 -0.5949 0.2931
H -1.179320 1.879440 2.788187 -0.0271 -0.2957 -0.2853
H -4.463757 -1.006730 -2.392263 0.3578 0.0905 -0.1232
H -1.107018 -2.670340 -2.192078 -0.2562 0.2412 0.7179
H -3.159217 -3.374144 -1.972346 0.3722 0.0603 0.6079
H 4.761074 -0.620300 2.967796 -0.5056 0.4913 -0.1383
H -2.772053 -3.326732 1.070860 0.1245 0.2328 0.3117
H 3.940549 0.339030 -1.590487 -0.0416 0.4449 0.2990
H -3.570194 2.455217 1.559341 0.3784 -0.4081 0.0960
H -4.291074 -3.581826 0.261903 0.0737 -0.0580 -0.0500
H 0.203492 -4.321190 -1.209846 -0.1597 0.3877 0.2521
H -1.274757 -0.492854 3.041694 0.0599 -0.2171 -0.3499
H 0.399539 0.013388 3.046316 -0.2658 -0.0931 -0.0260
H -0.860753 -4.407582 1.002989 0.3322 0.2547 -0.0552
H -1.039781 2.930840 -4.459123 -0.0989 0.4272 -0.5723
H 4.432317 2.864182 -0.109458 -0.1440 -0.0550 0.0257
H -1.657107 2.114699 0.228226 0.0032 -0.8358 0.1381



Number 1: strongest force on any atom 0.9 eV/Å, DFT total energy -7335.5755 Ha. Number 2: strongest force on any atom 0.5 eV/Å, DFT total energy -2682.6424 Ha. Number 3: strongest force on any atom 3.2 eV/Å, DFT total energy -2701.1500 Ha.